17
Properties=species:S:1:pos:R:3:forces:R:3 method="wB97M-V/def2-TZVPD" total_energy_ha=-635.4881 spin_multiplicity=1 total_charge=0 de_lowest_kcal_mol=104.9 smiles="CC(=O)OC[SiH3].O"
C 1.3596 0.1161 -0.6021 0.0 -0.1 0.0
C 1.0109 1.2777 0.2924 -0.3 -0.2 -0.3
O 1.6747 1.6127 1.2272 0.2 0.2 0.2
O -0.1085 1.9865 -0.0063 -0.1 -0.1 0.2
C -1.1621 1.3822 -0.7769 0.0 0.1 -0.1
Si -2.1918 0.1261 0.2033 0.0 -0.1 0.0
H 0.7426 -0.7526 -0.3649 0.0 0.0 0.0
H 1.2213 0.3462 -1.6574 0.0 0.0 0.0
H 2.3950 -0.1490 -0.4121 0.0 0.0 0.0
H -0.7837 0.9653 -1.7117 0.0 0.0 0.0
H -1.8150 2.2116 -1.0506 0.0 0.0 0.0
H -1.2947 -0.7717 0.9604 0.0 0.0 0.0
H -2.9737 -0.6749 -0.7633 0.0 0.0 0.0
H -3.1108 0.8253 1.1206 0.0 0.0 0.0
O 1.3672 -2.8803 0.9472 0.0 0.0 0.0
H 1.5234 -2.1788 1.5883 0.0 0.0 0.0
H 2.1456 -3.4425 1.0060 0.0 0.0 0.0

=====

18
Properties=species:S:1:pos:R:3:forces:R:3 method="wB97M-V/def2-TZVPD" total_energy_ha=-762.3224 spin_multiplicity=1 total_charge=+1 de_lowest_kcal_mol=61.3
C 2.1494 -2.1158 2.0661 -1.3 -0.5 2.1
C 0.3305 1.2374 -0.3288 3.5 -0.8 -2.6
C -2.2183 0.9283 -0.7856 -2.2 0.1 2.4
O -1.2411 -1.9082 0.3546 -2.7 -0.5 1.1
O 0.8006 -1.9427 1.4946 0.6 -0.3 0.9
O 0.0314 0.3421 0.4936 -1.5 -1.4 2.2
O -1.0918 1.6533 -1.3319 0.9 -0.7 0.7
P 0.1976 -1.4761 0.1213 3.7 0.9 -1.5
H 2.8249 -2.6740 1.4466 0.0 -0.2 -0.6
H 1.9951 -2.6934 3.0702 0.2 1.1 -2.0
H 2.5122 -1.1279 2.3063 0.3 0.1 0.0
H 0.6370 2.1957 0.0582 -0.6 0.6 0.1
H -1.3270 2.5832 -1.1526 0.3 -0.2 -0.3
H 1.1122 0.8180 -1.0881 -1.8 1.2 0.3
H -2.3409 1.2744 0.3345 -0.1 -0.7 -2.3
H -2.2853 -0.1936 -0.7569 1.3 1.2 -0.5
H -3.0596 1.2150 -1.4169 -0.1 0.3 0.3
H -1.4220 -1.9582 1.3139 -0.4 -0.2 -0.2

=====

15
Properties=species:S:1:pos:R:3:forces:R:3 method="wB97M-V/def2-TZVPD" total_energy_ha=-593.6911 spin_multiplicity=1 total_charge=0 de_lowest_kcal_mol=16.3 smiles=CCS.CO
C 2.9751 -0.0040 0.4788 -0.3 -0.2 0.8
C 1.6259 0.5104 0.0200 -0.1 -0.8 0.6
S 0.4756 -0.8318 -0.4631 -0.1 0.0 -0.6
H 3.3581 -0.7350 -0.1911 0.5 -0.3 -1.0
H 2.8538 -0.5894 1.3958 -0.1 0.3 0.2
H 3.7071 0.7763 0.6791 0.0 0.1 -0.1
H 1.1414 1.0486 0.8279 0.0 0.4 -0.2
H 1.6858 1.1000 -0.8900 0.0 0.2 0.1
H 0.4913 -1.6927 0.5655 0.3 0.4 0.3
C -3.3249 -0.0072 -0.2447 -1.2 0.1 0.5
O -2.5063 0.1179 -1.3809 0.2 0.2 0.5
H -3.6822 0.9528 0.1540 0.2 0.1 -0.2
H -4.2365 -0.5360 -0.5267 0.1 -0.1 -0.2
H -2.9082 -0.5406 0.6174 0.4 -0.1 -0.3
H -1.6560 0.4307 -1.0420 0.0 -0.2 -0.3

=====

15
Properties=species:S:1:pos:R:3:forces:R:3 method="wB97M-V/def2-TZVPD" total_energy_ha=-593.6907 spin_multiplicity=1 total_charge=0 de_lowest_kcal_mol=16.6 smiles=CCS.CO
C 2.2001 -1.3029 -2.0941 0.0 0.3 0.0
C 1.6941 -0.3981 -0.9823 -1.0 -0.8 -0.4
S -0.0922 -0.6501 -0.6466 -0.3 0.4 -0.2
H 1.5021 -1.3253 -2.9293 0.1 0.1 -0.1
H 2.3002 -2.3165 -1.7357 0.0 -0.4 0.1
H 3.1821 -0.9763 -2.4289 0.1 0.0 -0.2
H 2.1821 -0.6277 -0.0662 0.7 0.2 0.7
H 1.7696 0.6548 -1.2227 0.1 0.1 0.0
H -0.0800 -1.7295 0.1381 0.4 -0.2 0.0
C -1.5054 1.4642 2.6563 0.5 0.4 0.7
O -2.1884 1.5222 1.4287 -0.5 -0.4 0.0
H -1.5151 2.4586 3.1241 0.0 -0.1 -0.3
H -1.9341 0.7883 3.4052 -0.2 -0.1 -0.3
H -0.4585 1.1764 2.5200 0.0 0.0 -0.1
H -2.6328 0.6747 1.2981 0.2 0.3 -0.1